[1]
The following is a quantum chemistry calculation of a 14-piece molecular cluster, C4H35N2O15 overall in a non-equilibrium geometry, from OMol25.

Summary:
Largest force on an atom ... 3.5 eV Å⁻¹
2S+1 ... 2
HOMO (spin up / spin down) ... -10.29 / -10.27 eV
⟨S²⟩ ... 0.756

Structure (XYZ):
```
56
Properties=species:S:1:pos:R:3:nbo_charge:R:1
O -0.859 -1.504 -1.126 -0.7107
C -0.453 -0.915 -0.088 0.6110
N -1.036 -0.125 0.787 -0.6884
C -2.248 0.547 0.253 0.0773
O -1.833 1.816 -0.199 -0.7758
C 1.082 -1.151 0.058 -0.3641
N 2.008 -0.066 -0.158 -0.2764
C 3.210 -0.374 -0.899 -0.4599
H 0.010 3.330 -0.719 0.4718
H -2.743 0.100 -0.587 0.1903
H -2.961 0.838 1.066 0.1719
H 1.067 -1.462 1.125 0.2574
H 1.311 -2.009 -0.660 0.3069
H 1.447 0.768 -0.356 0.4239
H 3.450 0.486 -1.547 0.2353
H 4.109 -0.662 -0.323 0.2694
H 3.080 -1.251 -1.538 0.2660
H -0.667 -0.802 3.104 0.4764
H -0.575 -1.576 4.389 0.4741
O -0.891 -0.723 4.045 -0.9444
H -2.534 -1.857 1.531 0.4511
H -3.619 -1.803 0.606 0.4771
O -3.499 -1.758 1.569 -0.9288
H 3.325 2.650 1.133 0.4839
H 3.391 2.384 -0.278 0.4475
O 3.964 2.316 0.493 -0.9252
H -2.309 1.587 2.525 0.4481
H -2.505 0.798 3.684 0.4820
O -2.287 1.727 3.479 -0.9277
H 1.285 3.966 0.747 0.4786
H 1.962 4.435 -0.485 0.4766
O 2.159 4.228 0.441 -0.9520
H -0.900 3.887 -1.864 0.5043
H -0.950 2.117 0.064 0.4741
O 0.030 3.666 -1.618 -0.9527
H 1.437 -0.299 2.139 0.4530
H 1.142 -0.188 3.737 0.5090
O 1.724 -0.016 2.991 -0.9630
H 0.950 -0.812 -3.693 0.4893
H 0.132 -1.150 -2.534 0.4992
O 0.947 -1.550 -3.054 -1.0018
H -3.696 -1.588 -2.317 0.4935
H -3.033 -2.706 -1.274 0.4931
O -3.764 -2.197 -1.588 -0.9827
H 1.380 1.585 1.574 0.4784
H 0.086 1.787 2.200 0.5108
O 0.692 2.259 1.607 -0.9816
H -1.253 -3.161 -1.325 0.4936
H -1.251 -4.361 -0.415 0.4732
O -1.360 -4.165 -1.352 -0.9575
H 0.072 -4.442 -2.201 0.4928
H 1.092 -3.420 -2.807 0.4855
O 1.048 -4.196 -2.240 -1.0113
H -0.592 1.249 -2.304 0.4647
H 0.158 2.355 -2.804 0.4924
O 0.068 1.405 -2.995 -0.9792
```

=====

[2]
The following is a quantum chemistry calculation of C29H37EuN6O2PS3 as an isolated structure, from OMol25.

Summary:
Largest force on an atom ... 1.0 eV Å⁻¹
2S+1 ... 8
HOMO (spin up / spin down) ... -5.22 / -5.31 eV
⟨S²⟩ ... 15.761

Structure (XYZ):
```
79
Properties=species:S:1:pos:R:3:mulliken_spin:R:1
Eu 0.489 -0.532 1.168 6.9979
O 1.529 -3.206 1.031 0.0028
N 1.017 -2.724 -0.203 0.0032
C 1.825 -2.940 -1.168 0.0092
C 1.620 -2.458 -2.553 -0.0002
C 2.163 -3.299 -3.526 0.0001
C 2.030 -3.018 -4.871 -0.0004
C 1.352 -1.870 -5.258 0.0015
C 0.834 -1.023 -4.297 0.0010
C 0.961 -1.283 -2.935 -0.0120
P 0.228 -0.116 -1.704 0.0160
C -1.510 -0.297 -2.247 -0.0156
C -2.153 0.567 -3.122 0.0005
C -3.468 0.336 -3.497 -0.0001
C -4.149 -0.768 -3.011 0.0003
C -3.506 -1.642 -2.142 0.0033
C -2.200 -1.403 -1.759 0.0149
C 0.714 1.541 -2.260 -0.0009
C 0.019 2.596 -1.660 0.0045
C 0.408 3.902 -1.892 -0.0005
C 1.498 4.173 -2.706 -0.0003
C 2.208 3.130 -3.282 0.0005
C 1.819 1.818 -3.054 -0.0005
H 0.719 -3.396 1.545 0.0005
H 2.720 -3.531 -0.974 -0.0013
H 2.687 -4.191 -3.217 0.0000
H 2.447 -3.686 -5.608 0.0001
H 1.230 -1.634 -6.303 0.0003
H 0.312 -0.126 -4.607 -0.0002
H -1.635 1.438 -3.498 0.0003
H -3.959 1.025 -4.168 0.0000
H -5.173 -0.944 -3.301 0.0000
H -4.031 -2.503 -1.752 0.0000
H -1.713 -2.085 -1.059 -0.0058
H -0.798 2.384 -0.979 -0.0031
H -0.131 4.708 -1.415 0.0000
H 1.803 5.195 -2.879 0.0000
H 3.067 3.334 -3.901 0.0000
H 2.390 1.011 -3.496 0.0001
C -0.058 4.480 2.323 -0.0010
C -0.270 3.028 1.974 0.0059
S 1.198 2.037 2.003 -0.0113
C -1.496 2.569 1.642 -0.0039
C -2.675 3.510 1.623 -0.0002
S -1.869 0.895 1.210 -0.0066
H 0.922 4.615 2.779 0.0002
H -0.808 4.857 3.017 0.0002
H -0.091 5.122 1.440 0.0001
H -3.048 3.704 2.630 -0.0001
H -3.497 3.083 1.049 0.0006
H -2.423 4.475 1.187 0.0000
C 5.059 0.080 -0.287 -0.0012
C 4.007 -0.384 0.687 -0.0049
N 4.397 -0.737 1.919 0.0024
O 2.819 -0.397 0.363 -0.0037
H 6.069 -0.219 -0.020 0.0001
H 5.006 1.168 -0.322 0.0002
H 4.803 -0.300 -1.272 0.0000
H 5.364 -0.668 2.189 -0.0004
H 3.684 -0.940 2.616 -0.0015
C -4.463 -3.596 2.171 0.0001
N -3.644 -2.433 2.446 -0.0006
C -4.201 -1.209 3.017 0.0005
C -2.384 -2.414 2.114 -0.0020
N -1.250 -2.349 1.883 0.0071
H -4.912 -3.966 3.095 0.0000
H -3.836 -4.377 1.748 0.0000
H -5.253 -3.353 1.458 0.0001
H -5.222 -1.433 3.323 -0.0001
H -4.191 -0.400 2.285 0.0001
H -3.619 -0.901 3.886 0.0001
N 1.631 -1.013 6.428 -0.0003
C 1.537 -0.495 5.189 0.0006
N 1.380 0.814 5.092 -0.0003
S 1.607 -1.563 3.860 0.0046
H 1.644 -0.433 7.246 -0.0002
H 1.783 -2.005 6.514 0.0001
H 1.330 1.392 5.914 -0.0003
H 1.303 1.275 4.142 -0.0003
```

=====

[3]
The following is a quantum chemistry calculation of C15H17MnNO4 as an isolated structure in a non-equilibrium geometry, from OMol25.

Summary:
Largest force on an atom ... 6.7 eV Å⁻¹
2S+1 ... 5
HOMO (spin up / spin down) ... -18.37 / -18.73 eV
Total charge ... +3
⟨S²⟩ ... 6.062

Structure (XYZ):
```
38
Properties=species:S:1:pos:R:3:nbo_charge:R:1
Mn -0.693 0.017 -0.853 -0.1184
O -0.855 -2.429 -2.506 -0.3259
C -0.906 -1.541 -1.755 0.6388
C -0.413 1.913 -0.756 0.6089
O -0.276 3.029 -0.960 -0.3335
C -2.140 0.722 -1.662 0.6174
O -2.773 1.207 -2.507 -0.3427
C 0.961 -0.362 -1.591 0.5478
O 1.917 -0.523 -2.245 -0.3594
C -0.005 0.764 -5.749 -0.0073
H 0.817 0.086 -6.008 0.2507
H -1.035 0.453 -6.015 0.2549
C 0.272 2.019 -5.333 -0.0039
H -0.535 2.788 -5.225 0.2519
H 1.301 2.358 -5.024 0.2536
C 1.836 -1.637 1.731 -0.4142
N 1.841 -0.262 2.312 -0.3361
C 3.214 0.333 2.287 -0.4193
C 0.743 0.584 1.680 -0.2493
C -0.614 -0.049 1.927 -0.1069
C -1.295 0.000 3.167 -0.1803
C -2.565 -0.630 3.226 -0.1051
C -3.215 -1.237 2.131 -0.1600
C -2.553 -1.172 0.878 -0.1919
C -1.283 -0.578 0.806 -0.1792
H 2.161 -1.557 0.699 0.2104
H 0.837 -2.054 1.790 0.2444
H 2.538 -2.228 2.308 0.2637
H 1.544 -0.330 3.298 0.4442
H 3.602 0.294 1.265 0.2306
H 3.181 1.364 2.654 0.2512
H 3.829 -0.289 2.942 0.2611
H 0.811 1.604 2.088 0.2633
H 1.018 0.635 0.595 0.2016
H -0.873 0.530 4.035 0.2562
H -3.089 -0.623 4.187 0.2665
H -4.224 -1.700 2.218 0.2811
H -3.078 -1.501 -0.035 0.2350
```

=====

[4]
The following is a quantum chemistry calculation of C36H38Cl5KN2O2S2 as an isolated structure in a non-equilibrium geometry, from OMol25.

Summary:
Largest force on an atom ... 3.4 eV Å⁻¹
HOMO (spin up / spin down) ... 1.64 / 1.65 eV
Total charge ... -2

Structure (XYZ):
```
86
Properties=species:S:1:pos:R:3:mulliken_charge:R:1
K 0.260 0.737 0.049 0.9696
Cl 2.635 4.332 -0.321 -0.2516
C 0.943 4.672 -0.456 0.5915
C 0.076 3.583 -0.492 -1.3904
C -1.259 3.953 -0.609 0.4058
Cl -2.417 2.677 -0.739 -0.0650
C -1.726 5.262 -0.631 -0.1459
Cl -3.421 5.641 -0.695 -0.2506
C -0.804 6.301 -0.605 0.5946
Cl -1.340 7.946 -0.662 -0.2495
C 0.551 6.003 -0.536 -0.3427
Cl 1.704 7.303 -0.559 -0.2176
O -0.964 0.608 2.001 -0.7714
S -1.113 -0.547 2.892 0.7594
C 0.493 -1.450 2.758 0.4647
C 1.312 -1.225 4.017 -0.6626
C 0.901 0.140 4.552 -0.4304
C -0.608 0.121 4.564 -1.1209
H 0.971 -1.027 1.880 -0.6848
H 0.269 -2.495 2.568 0.4300
H 2.379 -1.255 3.794 0.2809
H 1.090 -1.995 4.763 0.2582
H 1.234 0.907 3.852 0.1729
H 1.325 0.347 5.540 0.4018
H -1.068 1.097 4.684 0.4294
H -0.999 -0.569 5.312 0.3678
C 1.135 -5.072 -0.912 -1.2346
C 0.785 -3.745 -0.471 0.7566
N 0.531 -2.690 -0.121 -0.1729
H 1.630 -4.997 -1.880 0.2859
H 0.237 -5.683 -1.000 0.2879
H 1.818 -5.523 -0.191 0.2931
O -2.036 -1.878 1.169 -0.6403
S -2.828 -1.264 0.062 0.4278
C -4.158 -2.433 -0.224 0.3568
C -4.685 -3.182 0.842 -0.3358
C -5.813 -3.940 0.664 -0.8172
C -6.465 -3.968 -0.576 -0.3250
C -5.952 -3.205 -1.630 -0.7060
C -4.819 -2.449 -1.464 -0.3135
C -3.963 -0.088 0.782 1.3912
C -4.658 0.727 -0.116 -1.1291
C -5.625 1.595 0.325 -0.3322
C -5.935 1.668 1.686 -0.5425
C -5.270 0.831 2.577 -0.6776
C -4.303 -0.046 2.137 -0.4785
H -4.162 -3.145 1.785 0.4313
H -6.208 -4.524 1.487 0.3620
H -7.357 -4.567 -0.711 0.3914
H -6.458 -3.220 -2.587 0.3669
H -4.417 -1.860 -2.278 0.4963
H -4.421 0.656 -1.167 0.3501
H -6.154 2.224 -0.378 0.4034
H -6.685 2.363 2.042 0.3815
H -5.522 0.870 3.632 0.4136
H -3.774 -0.685 2.828 0.4460
C 4.296 0.005 1.319 -1.4301
C 5.346 0.399 0.287 0.4559
C 5.665 1.894 0.397 -0.9698
C 4.990 0.069 -1.152 0.2397
C 6.054 -0.166 -1.989 -0.5596
C 5.917 -0.407 -3.347 -1.0512
C 4.628 -0.387 -3.866 -0.5389
C 3.523 -0.139 -3.097 0.2668
C 2.165 -0.137 -3.763 0.3985
C 1.478 1.211 -3.565 -1.2292
C 1.302 -1.278 -3.229 -0.8693
C 3.622 0.111 -1.657 -0.5605
N 2.594 0.325 -0.930 0.2955
H 4.663 0.205 2.329 0.4392
H 4.063 -1.053 1.226 0.2577
H 3.382 0.564 1.129 -0.0285
H 6.271 -0.155 0.520 0.3360
H 4.802 2.474 0.089 -0.1421
H 6.496 2.139 -0.264 0.3977
H 5.937 2.179 1.415 0.3827
H 7.053 -0.170 -1.557 0.2578
H 6.776 -0.615 -3.973 0.2827
H 4.502 -0.566 -4.933 0.2189
H 2.318 -0.293 -4.843 0.3515
H 1.467 1.426 -2.500 -0.0839
H 0.458 1.204 -3.948 0.3940
H 2.039 1.994 -4.071 0.3780
H 1.314 -1.231 -2.143 -0.2865
H 1.714 -2.239 -3.542 0.3904
H 0.273 -1.205 -3.581 0.3269
```